1.
C31H21BrIN6PtS as an isolated structure, computed with ωB97M-V with the def2-TZVPD basis set.

```
62
Properties=species:S:1:pos:R:3:forces:R:3
Pt -0.28593 0.41118 0.21392 -0.891 0.211 0.044
I 2.95087 1.01863 0.52158 0.321 -0.034 0.020
Br 6.37752 1.31018 1.33570 -0.045 0.004 -0.004
S -1.00325 5.04162 0.13635 0.005 0.025 0.027
N -1.01149 -1.80887 -2.17421 -0.271 0.171 -0.643
N -0.11506 0.40370 -1.82503 0.012 -0.010 -0.042
N -0.62169 -1.54341 0.16727 -0.038 -0.034 0.016
N -0.86113 -1.94392 2.50831 -0.225 0.117 0.633
N -0.19373 0.35989 2.26222 -0.014 0.046 -0.016
N -0.80178 2.49159 0.26618 -0.057 -0.396 -0.009
C -0.13085 3.58375 0.06093 0.224 0.110 0.019
C -3.17245 1.87124 0.83011 -0.060 -0.152 0.002
C -3.02171 -5.44474 0.82741 0.016 0.011 0.038
C 4.21482 -0.36495 -1.81776 0.033 -0.047 -0.060
C -0.09577 -0.74621 4.37280 0.007 -0.106 0.103
C -0.37090 -0.76423 2.99600 0.129 0.147 -0.157
C 0.75635 1.57904 -3.73026 0.004 0.003 -0.020
C -1.81595 -3.39812 -0.53911 0.055 0.102 -0.101
C -1.03691 -2.23504 1.28134 0.230 -0.122 -0.424
C -4.71254 3.73353 1.03268 0.003 -0.014 -0.002
C -2.43867 4.14436 0.49879 0.031 0.051 0.004
C -2.47158 -4.36444 -1.27110 -0.002 -0.043 -0.152
C -4.43734 2.35960 1.07707 0.035 -0.001 -0.004
C -0.44348 -0.64579 -2.61464 0.168 0.119 0.133
C 4.53664 0.28862 -0.63656 -0.029 0.149 0.110
C 0.32998 0.39481 4.99445 0.021 -0.012 0.089
C -1.76064 -3.44503 0.83918 0.062 0.103 0.094
C 5.86543 0.43706 -0.25568 -0.038 -0.015 -0.031
C -2.36123 -4.45877 1.55359 0.008 -0.074 0.150
C -0.20813 -0.57530 -3.99733 -0.017 -0.111 -0.099
C 0.49348 1.47175 -2.39396 -0.039 -0.059 0.006
C -1.11641 -2.16532 -0.95648 0.238 -0.174 0.451
C 0.49573 1.55096 4.23220 0.005 -0.020 0.018
C -2.15331 2.77746 0.53389 0.121 0.160 -0.038
C 6.86980 -0.07270 -1.06724 0.030 -0.048 -0.071
C 5.22225 -0.87087 -2.62413 -0.034 -0.008 -0.021
C 6.54863 -0.72303 -2.24833 0.014 0.019 0.026
C 0.23647 1.48254 2.89334 0.010 -0.017 -0.026
C -3.71795 4.64048 0.74324 -0.022 0.009 -0.009
C 0.38198 0.52326 -4.55981 0.008 -0.031 -0.099
C -3.07581 -5.39865 -0.56343 0.018 0.015 -0.041
H 4.96711 -1.38161 -3.54402 0.007 0.015 0.033
H -5.23294 1.66500 1.31150 0.005 0.018 -0.013
H 0.79944 2.25114 -1.72182 -0.001 0.019 0.036
H -2.97580 0.80776 0.86199 0.050 0.029 -0.009
H 0.53220 0.40105 6.05746 0.003 -0.021 -0.019
H -0.50584 -1.43520 -4.57944 0.000 0.029 -0.007
H 7.90222 0.04311 -0.76657 -0.022 0.001 -0.006
H -0.24100 -1.67480 4.90491 -0.026 0.025 0.012
H -3.50514 -6.26058 1.34844 0.009 0.012 0.002
H -3.92084 5.70247 0.70876 0.011 -0.015 0.000
H 1.24649 2.46143 -4.11508 -0.005 0.000 0.030
H -2.51003 -4.30900 -2.35124 -0.015 -0.025 0.025
H 0.56269 0.56701 -5.62596 -0.005 -0.017 0.018
H -5.71668 4.08666 1.22811 0.031 -0.021 0.000
H 3.17710 -0.48307 -2.10295 0.012 0.013 0.010
H 0.93737 3.59410 -0.11949 -0.034 -0.064 -0.009
H 0.38569 2.35026 2.27148 -0.037 -0.034 0.006
H 0.82879 2.48111 4.66900 0.005 -0.010 -0.024
H -2.31531 -4.47757 2.63458 -0.014 -0.018 -0.021
H -3.59885 -6.18016 -1.09875 0.004 0.016 0.001
H 7.33907 -1.11495 -2.87440 -0.002 0.005 0.019
```
Forces are in eV/Å.

Summary:
ΔE to the lowest compared entry with this formula, charge and spin (kcal/mol): 4.6
Total charge: +1
Calculated total energy (Ha): -4911.57964
2S+1: 1
Lowest unoccupied orbital energy (eV): -3.3
E_HOMO (eV): -10.86


2.
C31H21CsN2O6PS as an isolated structure in a non-equilibrium geometry, computed with ωB97M-V with the def2-TZVPD basis set.

```
63
Properties=species:S:1:pos:R:3:forces:R:3
Cs -0.11869 -0.84598 0.62372 1.845 1.589 -0.566
S -3.12968 3.90300 0.66041 -0.139 -0.101 0.280
P 0.74666 1.45330 -3.59931 -0.007 -0.262 0.096
O -3.30913 -2.00556 4.61683 0.007 0.026 0.063
O -5.59391 -2.33455 2.79031 -0.072 0.003 -0.026
O -0.88454 -1.74266 2.91191 -0.154 -0.465 0.947
O -1.59517 -2.82471 0.31049 -0.796 -1.191 -0.123
O -4.49824 -2.35281 0.05722 -0.044 -0.062 -0.317
O -3.40217 -1.24087 -2.00642 0.279 0.047 0.048
N -1.15304 2.23303 0.66147 -0.251 0.348 -0.024
N -2.27417 -0.66327 -1.50972 -0.458 -0.273 -0.388
C 1.16383 3.38261 -5.65854 -0.041 -0.016 0.035
C -0.66314 4.86494 -1.89823 0.049 -0.074 -0.001
C -3.25137 -2.13968 3.40890 0.102 0.122 0.165
C -2.01239 4.88622 -2.21700 -0.016 0.080 -0.148
C -0.65746 3.45125 1.11140 0.168 -0.312 -0.029
C 0.12384 3.80291 -2.31718 0.058 0.053 0.029
C -1.34125 -0.44064 -3.83762 0.092 0.088 -0.033
C 0.68055 3.68027 1.44219 -0.084 0.099 0.003
C 1.88908 3.93545 -6.70250 0.014 -0.004 -0.002
C -0.40989 2.77176 -3.08656 -0.036 0.133 -0.041
C -2.40667 -2.55980 1.24357 -0.160 -0.060 -0.288
C -0.28579 0.21240 -5.91504 -0.032 -0.054 0.036
C 3.10672 3.38275 -7.07359 0.043 0.032 -0.056
C -2.41050 2.35049 0.39801 0.186 -0.291 -0.120
C -1.59413 4.48443 1.18672 0.124 0.235 0.083
C -1.13109 -0.63307 -6.62030 0.036 0.029 -0.036
C -2.08651 -1.36604 -5.94285 -0.127 -0.094 0.056
C -4.41945 -2.32054 2.47806 0.099 -0.024 0.078
C -2.02835 -2.10103 2.56336 -0.570 -0.238 0.326
C 3.60171 2.28294 -6.39049 0.003 -0.053 0.040
C 1.64621 2.27320 -4.96617 0.052 0.082 -0.071
C -1.21093 5.76679 1.58583 -0.091 -0.052 -0.042
C -1.76436 2.81059 -3.40853 -0.012 -0.096 -0.029
C -2.20146 -1.26616 -4.56518 0.116 -0.018 0.072
C 2.87933 1.73932 -5.33781 -0.034 -0.003 0.030
C 1.05743 4.94742 1.82921 -0.068 0.041 -0.011
C -0.37039 0.32096 -4.52980 -0.092 0.057 -0.090
C -3.84289 -2.41850 1.11533 0.007 0.099 0.109
C -2.56127 3.85615 -2.96871 0.018 0.098 -0.006
C 0.11357 5.98444 1.89917 0.116 -0.009 0.025
C -1.39667 -0.32104 -2.37219 -0.055 0.044 0.163
H 0.44210 0.79590 -6.45971 0.032 0.016 -0.020
H -3.61663 3.86215 -3.21016 -0.010 -0.001 0.005
H -2.94336 -1.83237 -4.02864 -0.043 -0.020 -0.009
H -0.52826 0.10547 -1.87625 -0.007 0.241 -0.376
H 0.43429 6.97137 2.20675 -0.018 0.009 0.005
H 0.21069 3.81315 -5.37972 -0.027 0.012 0.008
H 1.50101 4.79667 -7.23113 -0.008 0.010 -0.001
H -0.22732 5.64884 -1.29081 -0.013 0.010 -0.010
H -2.76045 -2.02300 -6.47836 0.020 0.008 -0.036
H 3.67225 3.81202 -7.89111 -0.004 0.006 -0.002
H -3.81346 -1.73924 -1.21802 0.023 0.146 0.225
H 3.27295 0.88555 -4.79809 -0.002 -0.006 0.011
H -2.99612 1.52542 0.01220 -0.077 -0.010 0.018
H -1.04673 -0.70594 -7.69761 0.016 0.013 0.003
H -2.20807 2.01140 -3.99049 0.023 0.052 -0.003
H 4.55294 1.84788 -6.66893 0.012 0.013 -0.016
H 2.08939 5.15086 2.08336 0.003 -0.004 0.006
H -2.63974 5.69702 -1.86618 0.017 -0.016 -0.031
H 1.39166 2.86774 1.37980 0.002 -0.016 -0.005
H -1.92999 6.57359 1.64099 -0.019 -0.006 0.001
H 1.17131 3.77517 -2.03492 0.006 -0.013 -0.010
```
Forces are in eV/Å.

Summary:
ΔE to the lowest compared entry with this formula, charge and spin (kcal/mol): 10.0
Total charge: -1
Calculated total energy (Ha): -2514.59766
2S+1: 1
Lowest unoccupied orbital energy (eV): 1.8
E_HOMO (eV): -3.47


3.
C31H22Cl3N5OPRuSeSi as an isolated structure, computed with ωB97M-V with the def2-TZVPD basis set.

```
66
Properties=species:S:1:pos:R:3:forces:R:3
Ru -1.14692 -0.63430 0.41374 0.288 -0.188 0.526
Se 1.50005 -4.42818 -5.61594 0.013 0.001 -0.027
Cl -3.37523 -1.32387 3.28150 -0.190 -0.062 0.037
Cl -2.99883 -3.20388 0.47164 -0.029 -0.116 -0.361
Cl -0.82475 -3.34287 3.00267 0.010 -0.177 0.038
P 0.20718 1.15751 0.73543 -0.359 0.083 -0.085
Si -2.14632 -2.23898 1.99070 0.298 0.552 0.468
O -3.92775 -0.18609 0.39022 0.067 0.092 0.057
N 0.13492 -3.32689 -5.35846 0.110 -0.091 0.039
N -1.51770 -0.90339 -1.51562 -0.159 -0.070 -0.610
N -2.80758 0.60411 0.64346 -0.271 -0.046 -0.014
N 2.05208 -4.33553 -3.93406 -0.104 0.018 -0.097
N 0.38577 -2.00131 -0.03932 0.153 0.036 0.088
C 2.44892 0.44828 -0.71577 -0.004 0.093 0.057
C -2.51622 -0.35010 -2.22309 0.162 -0.003 -0.022
C 1.34763 2.52319 -1.34361 0.025 -0.052 0.017
C 3.37305 0.64098 -1.72382 0.000 0.004 -0.017
C -1.85550 -1.49109 -4.21317 0.037 -0.018 -0.050
C -1.70481 5.16253 1.85770 -0.033 -0.019 -0.013
C 2.30900 -3.74412 -1.04659 0.040 -0.019 -0.033
C 1.22192 -3.53676 -3.31054 0.097 -0.003 0.200
C -2.71315 -0.62842 -3.56707 -0.026 0.049 0.043
C 0.38875 -2.35026 -1.34768 -0.139 0.133 0.082
C -0.36974 0.34744 3.20513 -0.078 -0.100 -0.051
C -0.63902 2.69314 1.10863 0.142 0.087 -0.068
C 1.32587 -2.51432 0.75408 -0.022 -0.061 -0.135
C -2.02958 2.87139 1.14592 -0.169 -0.144 -0.003
C 0.19629 3.74515 1.47414 -0.020 0.025 -0.029
C 0.70374 0.50353 2.30675 -0.026 -0.161 0.054
C 3.28800 1.76488 -2.54104 0.029 0.001 -0.021
C 1.32771 -3.21615 -1.89254 -0.009 -0.060 -0.101
C 1.44068 1.40368 -0.50536 0.127 -0.079 -0.168
C -3.02841 1.84148 0.86907 0.205 0.076 -0.007
C -0.14391 -0.21112 4.46055 0.039 -0.011 0.026
C -2.54528 4.11270 1.51311 0.001 0.085 0.025
C 0.16667 -2.98019 -4.09604 -0.165 0.154 0.003
C -0.33335 4.97580 1.84686 0.024 0.001 0.010
C 1.14043 -0.57654 4.82061 0.001 0.002 0.015
C 2.27902 2.69928 -2.35364 -0.028 0.008 -0.005
C -0.66346 -1.76183 -2.15138 -0.039 0.045 0.120
C 2.20876 -0.40407 3.93298 -0.012 0.001 0.001
C 1.99836 0.11628 2.67068 0.010 -0.063 0.032
C -0.80089 -2.06712 -3.49603 0.053 -0.092 -0.152
C 2.30319 -3.38701 0.28342 -0.013 0.001 0.029
H 3.04849 -4.42408 -1.45178 -0.011 0.003 0.012
H 1.27261 3.61391 1.47145 -0.007 0.009 -0.012
H -0.96045 -0.31721 5.16258 0.004 -0.008 -0.014
H 3.21191 -0.66431 4.24504 -0.005 0.010 0.009
H 3.03889 -3.77899 0.97199 -0.003 0.002 -0.003
H 0.56681 3.25828 -1.20427 -0.008 0.009 0.008
H -3.16732 0.32830 -1.70149 -0.037 -0.009 0.002
H -2.12455 6.11852 2.13964 -0.001 -0.003 0.003
H -3.61830 4.25939 1.53925 0.010 0.002 -0.004
H -1.35148 0.74710 2.96881 0.060 0.044 0.030
H 0.33126 5.78183 2.12755 -0.003 0.000 -0.003
H 4.01672 1.91281 -3.32749 -0.003 0.001 0.012
H 4.16837 -0.07725 -1.87253 -0.005 0.000 0.003
H -4.06374 2.17866 0.86980 -0.007 0.016 0.019
H 2.22030 3.57121 -2.99091 -0.004 -0.008 0.000
H -3.53849 -0.16125 -4.08572 0.012 0.002 0.004
H 1.30089 -2.22059 1.79063 0.008 0.024 0.033
H 1.32862 -0.97315 5.80982 0.004 -0.010 -0.006
H 2.83239 0.25916 1.99581 -0.020 0.024 0.026
H 2.52791 -0.42530 -0.08288 -0.007 0.008 -0.041
H -4.72622 0.27727 0.69948 -0.010 -0.028 0.006
H -1.97419 -1.73131 -5.26302 -0.003 -0.001 0.017
```
Forces are in eV/Å.

Summary:
ΔE to the lowest compared entry with this formula, charge and spin (kcal/mol): 12.1
Total charge: +3
Calculated total energy (Ha): -6050.52207
2S+1: 1
Lowest unoccupied orbital energy (eV): -10.7
E_HOMO (eV): -16.51


4.
A 2-piece molecular cluster, C31H22F4O3P overall in a non-equilibrium geometry, computed with ωB97M-V with the def2-TZVPD basis set.

```
61
Properties=species:S:1:pos:R:3:forces:R:3
P -1.89635 -0.12541 2.46036 -4.737 1.965 0.765
F -0.58591 -5.35552 2.06194 1.200 1.255 -0.477
F 2.96179 3.15806 3.79621 -0.173 -1.160 -1.313
F 3.88175 1.63891 -0.61444 -1.140 0.066 1.303
F 3.00417 -3.88397 -0.67729 -1.213 0.414 1.128
O -1.65291 -1.17315 1.18549 1.692 -0.089 0.894
O -1.32634 -0.51365 4.00361 0.867 -1.150 -0.745
O -1.11937 1.29757 2.15537 1.037 -0.542 0.310
C -0.25234 0.71804 5.75473 -0.164 0.468 -0.137
C -2.54205 -2.25620 -0.74834 -0.272 0.296 -0.047
C -3.46811 3.21367 0.04992 0.190 -0.164 0.359
C -0.25562 1.85503 6.57283 -0.157 -0.425 0.019
C 3.50414 2.40193 1.59798 -0.420 -0.254 0.137
C 3.12134 1.58793 0.53350 0.357 -0.263 -1.109
C -1.41299 0.42982 5.04169 -0.188 0.366 -0.585
C 2.01445 -3.61179 0.24264 0.927 0.050 -0.684
C 1.41635 0.46767 1.82828 -0.793 0.615 -0.665
C -1.38252 4.42877 0.26539 -0.270 -0.493 0.217
C 2.03491 0.71458 0.58251 0.543 -0.289 -0.202
C 1.19445 -4.66341 0.63907 -0.121 0.449 0.275
C 0.11471 -3.08767 2.16205 -0.125 -0.192 0.075
C -1.43391 2.58559 6.74674 -0.044 -0.009 -0.036
C -2.77978 -1.64071 0.47567 -0.814 0.533 0.155
C -0.87380 3.40745 1.08288 0.058 0.319 -0.292
C -2.61662 2.18821 6.11362 0.072 -0.303 -0.058
C -2.67887 4.32371 -0.25869 0.235 0.040 0.074
C 0.26204 -4.35714 1.62776 -0.939 -0.660 0.459
C -4.06181 -1.33454 0.92606 -0.609 -0.101 -0.431
C 1.69953 1.37182 2.87859 0.141 -0.127 0.410
C -3.62053 -2.38819 -1.63837 0.110 -0.033 0.483
C 1.88669 -2.30983 0.71789 0.114 -0.129 -0.711
C -5.13013 -1.48952 0.02974 0.402 -0.220 0.024
C 2.73018 2.29016 2.74853 -0.145 0.729 0.932
C 0.53614 -0.65953 2.12510 5.736 -1.185 0.130
C -1.67089 2.30789 1.35799 -0.770 -0.450 -0.071
C -2.61188 1.10135 5.23088 0.104 0.331 0.352
C 0.87161 -2.00250 1.64841 -0.588 -0.055 -0.201
C -4.90133 -1.97030 -1.26432 0.056 -0.007 0.080
C -2.97924 2.19933 0.88900 0.013 0.638 -0.534
H -0.76182 5.29706 0.04871 -0.187 -0.209 0.040
H -1.43134 3.46494 7.39145 -0.023 -0.264 -0.180
H -3.60856 1.35504 1.16471 0.186 0.193 -0.196
H 1.69896 0.18276 -0.30965 0.316 0.255 0.214
H 0.12801 3.46971 1.51021 -0.263 -0.025 -0.137
H -3.55502 2.71298 6.29477 0.334 -0.037 -0.042
H -3.07293 5.11887 -0.89793 0.153 -0.338 0.228
H 2.56919 -1.55029 0.34034 -0.140 -0.406 0.159
H -0.60722 -2.92409 2.95839 -0.003 -0.082 -0.247
H -4.48067 3.12687 -0.34596 0.289 0.074 0.114
H -5.72511 -2.02708 -1.97969 0.288 -0.057 0.276
H -3.50298 0.77937 4.68429 0.332 0.242 0.242
H 1.13411 1.31685 3.80541 0.183 0.113 -0.135
H 1.27975 -5.66059 0.21897 0.054 0.151 0.093
H 0.63738 0.09732 5.63040 -0.236 0.231 0.014
H -6.13661 -1.22398 0.35544 0.281 -0.077 -0.142
H 4.32937 3.10480 1.52590 -0.140 -0.152 -0.028
H -4.23659 -0.93395 1.93172 0.066 -0.245 -0.640
H -3.44202 -2.81170 -2.62572 -0.075 0.092 0.248
H -1.53198 -2.56907 -1.01199 -0.234 0.216 -0.032
H 0.31471 -0.69557 3.18515 -0.990 0.165 -0.087
H 0.67037 2.14894 7.07082 -0.366 -0.076 -0.044
```
Forces are in eV/Å.

Summary:
ΔE to the lowest compared entry with this formula, charge and spin (kcal/mol): 0.0
Total charge: +1
Calculated total energy (Ha): -2160.67934
2S+1: 1
Lowest unoccupied orbital energy (eV): -6.6
E_HOMO (eV): -11.28